1.
C11H22BO17S3 | wB97M-V/def2-TZVPD

Its charge is -1. Its orbital gap is 0.2269 hartree.

Geometry as XYZ:
```
54
C11H22BO17S3 wB97M-V/def2-TZVPD
C -1.59745 2.59448 1.09315
C -2.34359 1.89968 -0.02069
O -3.40660 1.33161 0.14306
O -1.68996 1.98849 -1.14722
C -2.22420 1.40505 -2.37341
B -1.09322 0.59100 -3.23333
O -0.73612 -0.69374 -2.56273
C 0.40943 -0.45471 -1.79462
C 1.08052 0.81410 -2.37242
O 1.35123 1.79430 -1.34904
O 0.22958 1.30417 -3.32255
H -1.98189 3.61215 1.20260
H -0.53001 2.62870 0.87014
H -1.76354 2.04898 2.02469
H -2.63333 2.24296 -2.95452
H -3.03949 0.72347 -2.11339
H -1.54987 0.42688 -4.36984
H 0.16192 -0.29319 -0.72746
H 1.08514 -1.32014 -1.85175
H 2.06032 0.57500 -2.82065
H 1.38605 1.33830 -0.49951
C 4.46941 -0.49518 3.24136
C 3.92466 -1.88088 2.95046
O 2.68552 -1.61259 2.27427
S 2.79943 -0.28628 1.39501
O 3.06336 -0.59496 0.04108
O 1.71525 0.56241 1.74180
O 4.14655 0.25919 2.06755
H 3.98036 -0.03312 4.10121
H 5.54816 -0.48210 3.37329
H 3.70668 -2.44927 3.85050
H 4.57746 -2.44353 2.28291
C -6.32059 2.88336 1.19454
C -6.38822 1.60574 1.99719
O -6.69391 2.05982 3.33299
S -7.63779 3.33554 3.26667
O -8.99785 2.95392 3.42610
O -7.08467 4.34392 4.09916
O -7.39684 3.68346 1.73546
H -5.37411 3.40149 1.34303
H -6.49008 2.72484 0.13457
H -5.44367 1.06925 1.99956
H -7.19335 0.95330 1.65606
C 4.93960 -3.48134 -3.09844
C 5.01500 -4.93717 -2.67723
O 5.00773 -4.87425 -1.24288
S 4.08766 -3.65162 -0.76366
O 2.79555 -4.12341 -0.43233
O 4.83957 -2.88841 0.16842
O 4.02617 -2.90343 -2.16112
H 5.90562 -2.98144 -3.00903
H 4.53835 -3.34260 -4.09829
H 5.92928 -5.42970 -2.99608
H 4.14479 -5.50250 -3.01466
```

Atomic partial charges in e from the Löwdin method, atoms 1 to 5: 0.02 -0.57 0.04 0.00 -0.06



2.
C11H22Cl2I2NP2Ru | wB97M-V/def2-TZVPD

Its spin multiplicity is 5. For the energy above the lowest of the compared OMol25 structures with the same formula, charge and spin, the calculation gives 2.0 kcal/mol. Its charge is +3. Its orbital gap (alpha / beta) is 0.2124 / 0.1430 hartree.

Geometry as XYZ:
```
41
C11H22Cl2I2NP2Ru wB97M-V/def2-TZVPD
I 0.27391 1.98047 -5.30073
I -0.32698 3.81464 -3.42343
Ru 0.00144 -0.16651 -0.58301
P -2.17652 0.01192 -0.78200
C -3.19062 1.08355 0.31647
C -2.89256 0.36316 -2.42649
H -3.97677 0.20295 -2.39302
H -3.99479 -1.61235 -0.55748
H -2.43623 -0.31364 -3.15160
H -2.44849 -2.39188 -1.05460
H -2.95258 2.12733 0.08546
H -2.65663 1.39546 -2.69791
C -2.90753 -1.64407 -0.39747
H -4.26308 0.90461 0.14846
H -2.70766 -1.89563 0.65236
H -2.95477 0.86779 1.36402
P 2.17778 0.03384 -0.77762
C 3.17986 1.11303 0.32557
C 2.92543 -1.61566 -0.39373
H 2.44938 -0.28617 -3.14956
H 3.98315 0.24458 -2.38332
H 2.65381 1.41901 -2.69710
C 2.89730 0.39112 -2.41956
H 2.47400 -2.36705 -1.05197
H 4.01222 -1.57274 -0.55405
H 4.25425 0.94426 0.16040
H 2.94291 0.89609 1.37254
H 2.72810 -1.87026 0.65585
H 2.93424 2.15535 0.09491
Cl 0.01031 -1.53035 -2.43211
Cl -0.00323 2.30903 4.49565
C -0.00217 0.86803 3.60688
C -0.00147 -0.40751 4.22674
C -0.00022 -1.54935 3.43059
C 0.00003 -1.38662 2.04797
N -0.00144 -0.16087 1.51121
C -0.00219 0.96527 2.20426
H -0.00180 -0.43123 5.30804
H 0.00049 -2.59339 3.78179
H 0.00170 -2.15819 1.25140
H -0.00257 1.86202 1.58619
```

Atomic partial charges in e from the Löwdin method, atoms 1 to 5: 0.57 0.47 0.70 0.64 -0.22



3.
C11H22Cl2I2NP2Ru | wB97M-V/def2-TZVPD

Its spin multiplicity is 5. For the energy above the lowest of the compared OMol25 structures with the same formula, charge and spin, the calculation gives 54.9 kcal/mol. Its charge is +3. Its orbital gap (alpha / beta) is 0.2045 / 0.1639 hartree.

Geometry as XYZ:
```
41
C11H22Cl2I2NP2Ru wB97M-V/def2-TZVPD
I 0.06057 -2.82403 -2.53577
I 0.86745 -3.91729 0.42170
Ru 0.00497 0.26289 0.54960
P 2.14698 -0.12625 0.60378
C 2.80544 -1.21002 -0.67258
C 2.80824 1.52869 0.12069
H 3.86770 1.61838 0.37042
H 4.04662 -0.22712 2.16846
H 2.23904 2.32033 0.62762
H 2.46386 -0.04714 2.98954
H 2.16463 -1.11715 -1.56664
H 2.69565 1.66398 -0.96325
C 2.99412 -0.53913 2.16577
H 3.85985 -1.03507 -0.91593
H 2.93028 -1.62289 2.30908
H 2.66942 -2.24598 -0.32360
P -1.62910 -0.89137 1.34188
C -2.21158 -2.23456 0.30025
C -1.61244 -1.48929 3.06211
H -2.71536 1.28508 1.65549
H -3.90208 -0.04515 1.84511
H -3.34551 0.43872 0.23118
C -3.03670 0.30460 1.27562
H -1.04400 -0.77935 3.67464
H -2.61943 -1.60545 3.48352
H -3.27424 -2.47896 0.42533
H -1.59592 -3.11212 0.51465
H -1.09474 -2.45339 3.08251
H -1.98964 -1.96706 -0.74990
Cl 0.23241 1.16635 2.67578
Cl -1.47768 4.78793 -2.69363
C -1.05761 3.15069 -2.56116
C -0.96263 2.31807 -3.67223
C -0.63415 0.98095 -3.48982
C -0.42047 0.54520 -2.19585
N -0.51198 1.34032 -1.15562
C -0.84794 2.65305 -1.25106
H -1.16686 2.72433 -4.66373
H -0.55109 0.20552 -4.24742
H -0.20661 -0.52271 -1.92810
H -0.94945 3.19638 -0.30846
```

Atomic partial charges in e from the Löwdin method, atoms 1 to 5: 0.48 0.60 0.77 0.68 -0.28



4.
C11H22Cl2N2O2 | wB97M-V/def2-TZVPD

Its orbital gap is 0.3590 hartree. The SMILES is CNC(=O)[C@@H](NC(C)=O)C(C)C.ClCCCCl.

Geometry as XYZ:
```
39
C11H22Cl2N2O2 wB97M-V/def2-TZVPD
C 1.60611 1.36645 1.45552
N 2.34360 0.21164 0.94416
C 1.96315 -1.07035 0.85866
O 2.71670 -1.85969 0.30314
C 0.62214 -1.58611 1.42532
N 0.23092 -0.99729 2.72407
C 0.90824 -1.16304 3.86015
C 0.30183 -0.55080 5.10199
O 1.96394 -1.77235 3.93429
C -0.52000 -1.42550 0.39571
C -0.17385 -1.98758 -0.98917
C -1.79252 -2.14385 0.87305
H 0.57800 1.35590 1.09193
H 2.08723 2.28441 1.11452
H 1.61212 1.35590 2.54670
H 3.26858 0.37835 0.57703
H 0.76759 -2.65589 1.58081
H -0.63846 -0.49330 2.76815
H -0.67919 -0.98768 5.27849
H 0.95062 -0.76684 5.95017
H 0.21680 0.52606 4.97514
H -0.74999 -0.36575 0.28255
H 0.64832 -1.42731 -1.43403
H -1.03354 -1.90337 -1.65414
H 0.11419 -3.03611 -0.90547
H -2.58048 -2.03897 0.12639
H -2.15209 -1.71464 1.80677
H -1.58556 -3.20443 1.02236
Cl 1.56123 2.84573 -5.15536
C 0.21374 2.57069 -4.00746
C -1.07957 2.35462 -4.79472
C -2.29010 2.19321 -3.87126
Cl -2.14157 0.70263 -2.88385
H 0.11511 3.43699 -3.34582
H 0.43514 1.69323 -3.39109
H -1.24347 3.21546 -5.45101
H -0.98010 1.46493 -5.42529
H -3.20171 2.13077 -4.47424
H -2.38312 3.06385 -3.21416
```

Atomic partial charges in e from the Löwdin method, atoms 1 to 5: -0.06 0.05 -0.47 0.05 -0.18



5.
C11H22Cl3O4P2Yb | wB97M-V/def2-TZVPD

Its spin multiplicity is 2. Its charge is +2. Its orbital gap (alpha / beta) is 0.2121 / 0.2112 hartree.

Geometry as XYZ:
```
43
C11H22Cl3O4P2Yb wB97M-V/def2-TZVPD
C 0.33249 -0.02551 -4.69928
C 0.13653 -0.04319 -3.24207
H 1.40168 0.08705 -4.92557
H -0.25123 0.80824 -5.12280
H -0.05392 -0.96854 -5.11846
O 0.92466 0.06580 -2.32662
Cl -2.03759 -0.41788 -2.73628
Yb -0.71063 -0.00681 -0.68644
P 0.33398 2.58602 0.00597
C 1.44970 3.73421 0.86770
C 0.23630 3.38436 -1.63594
H 0.14050 4.46789 -1.48418
H -1.31976 4.24790 0.64133
H -0.62849 3.01111 -2.20445
H -2.10935 2.72625 0.09316
H 2.47801 3.56075 0.52229
H 1.15309 3.17167 -2.20250
C -1.27570 3.14916 0.67549
H 1.15560 4.77301 0.65601
H -1.38675 2.80358 1.71284
H 1.40011 3.54204 1.94834
P 0.39414 -2.53662 0.23259
C 1.66763 -3.20576 1.34812
C -1.09331 -3.31523 0.97874
H -0.10933 -3.33765 -1.99964
H 0.43176 -4.66015 -0.90750
H 1.62886 -3.51599 -1.60840
C 0.60917 -3.62299 -1.21918
H -1.99592 -2.94916 0.46761
H -1.01977 -4.40634 0.87315
H 1.52079 -4.28802 1.47746
H 1.57639 -2.68753 2.31107
H -1.16563 -3.03983 2.03917
H 2.66037 -3.00985 0.92454
C 1.53346 0.03172 0.49372
O 2.64266 0.02840 0.80660
Cl -2.23482 1.76279 3.96770
C -1.80115 0.03585 3.83000
Cl -3.20705 -1.04835 3.72577
C -0.92994 -0.17184 2.56895
O 0.23573 -0.55435 2.79180
O -1.47252 0.06491 1.42991
H -1.24074 -0.23117 4.72926
```

Atomic partial charges in e from the Löwdin method, atoms 1 to 5: 0.02 -0.36 0.14 0.14 0.13



6.
C11H22ClO6P | wB97M-V/def2-TZVPD

Its orbital gap is 0.2728 hartree.

Geometry as XYZ:
```
41
C11H22ClO6P wB97M-V/def2-TZVPD
C 0.76604 0.96282 0.21834
C 0.56640 1.99246 -0.67726
C 1.75812 2.53504 -1.41312
O 1.33854 3.60013 -2.28987
P 2.34030 4.80556 -2.43322
O 3.74417 4.51076 -2.15917
O 1.79790 5.94147 -1.46360
O 2.14842 5.30952 -3.95633
Cl 1.15377 6.66786 -4.16653
H 0.70654 1.12419 1.28706
H 1.03510 -0.00838 -0.18809
H -0.40976 2.42337 -0.88477
H 2.24167 1.72334 -1.97273
H 2.46750 2.85850 -0.66440
H 2.51152 6.08910 -0.83124
C -2.99334 -2.20411 -1.63283
C -3.51264 -0.77105 -1.69842
C -2.91251 -0.16767 -0.43582
O -1.67726 -0.84962 -0.20619
C -1.60124 -1.99976 -1.05195
H -2.97947 -2.71270 -2.59533
H -3.60557 -2.79209 -0.94549
H -3.11248 -0.26954 -2.58243
H -4.59833 -0.69630 -1.72802
H -3.56258 -0.33014 0.43063
H -2.72009 0.90230 -0.52717
H -0.86785 -1.79934 -1.84180
H -1.25536 -2.85399 -0.46724
C 0.59683 -3.54448 2.37497
C 0.07183 -2.11181 2.31652
C 0.67105 -1.51463 3.58182
O 1.90787 -2.19511 3.80733
C 1.98954 -3.33963 2.95687
H 0.61277 -4.04795 1.40890
H -0.01377 -4.13889 3.05873
H 0.46800 -1.60406 1.43702
H -1.01339 -2.03954 2.28495
H 0.02172 -1.68516 4.44771
H 0.85935 -0.44341 3.49774
H 2.72133 -3.13235 2.16811
H 2.33934 -4.19471 3.53630
```

Atomic partial charges in e from the Löwdin method, atoms 1 to 5: 0.00 -0.12 -0.22 -0.17 0.26



7.
C11H22N3 | wB97M-V/def2-TZVPD

For the energy above the lowest of the compared OMol25 structures with the same formula, charge and spin, the calculation gives 95.9 kcal/mol. Its charge is +1. Its orbital gap (alpha / beta) is 0.2706 / 0.2721 hartree.

Geometry as XYZ:
```
36
C11H22N3 wB97M-V/def2-TZVPD
C 1.57914 -0.66865 0.75666
C 0.60531 0.15781 -1.10253
C 2.17366 0.48235 -3.02368
C 0.19261 1.94911 -2.71228
C -0.13422 -0.60449 -3.30722
C 0.81868 -1.49851 3.63830
C -1.39461 -1.55206 2.29633
C -0.47526 0.58548 3.34175
C -1.78508 0.73884 -0.54466
C 0.69496 0.46272 -2.61185
C -0.19210 -0.74613 2.66026
N 1.71719 -0.35354 -0.53196
N 0.50432 -0.32639 1.41880
N -0.44536 0.31380 -0.47227
H 2.48850 -1.02239 1.21675
H 2.44723 0.84328 -4.07897
H 2.74401 1.10565 -2.17104
H 2.33753 -0.54765 -3.05107
H -0.79918 2.36759 -2.75000
H 0.85548 2.48219 -2.12927
H 0.53705 2.21057 -3.78858
H 0.21389 -1.50857 -2.95642
H -1.21395 -0.38155 -3.33476
H 0.20361 -0.71482 -4.40197
H 1.34258 -0.77737 4.20324
H 0.12428 -2.11906 4.24908
H 1.50112 -1.97244 2.98496
H -1.26607 -2.62464 2.25626
H -2.13250 -1.52905 3.11391
H -1.93256 -1.13112 1.41480
H 0.48341 1.07440 3.17958
H -1.26251 1.14728 2.93725
H -0.73631 0.59842 4.47399
H -2.25903 0.25518 0.36832
H -2.07041 1.91422 -0.55235
H -2.16555 0.38714 -1.51366
```

Atomic partial charges in e from the Löwdin method, atoms 1 to 5: -0.12 -0.33 -0.05 -0.03 -0.02



8.
C11H22N6O5Sm | wB97M-V/def2-TZVPD

Its spin multiplicity is 6. For the energy above the lowest of the compared OMol25 structures with the same formula, charge and spin, the calculation gives 0.0 kcal/mol. Its charge is +1. Its orbital gap (alpha / beta) is 0.2361 / 0.2370 hartree.

Geometry as XYZ:
```
45
C11H22N6O5Sm wB97M-V/def2-TZVPD
O -1.39235 -1.93292 0.53200
H -2.77032 -2.12036 0.68550
Sm 0.53301 -0.69938 -0.13182
N -0.75870 0.45580 -1.94490
N -0.88318 1.21755 0.41594
O -0.56527 0.03452 -3.17545
O -1.03200 1.62477 1.77721
C -1.58966 1.50710 -1.77256
C -1.64423 1.94776 -0.41845
C -2.35201 2.16766 -2.86211
C -2.46108 3.11745 0.01140
H -2.30880 1.58724 -3.78462
H -1.96119 3.17497 -3.06219
H -3.40365 2.28383 -2.57243
H -2.24131 3.36294 1.05466
H -3.53709 2.91215 -0.09248
H -2.24405 3.98517 -0.62788
H 0.11699 -1.25567 -2.80303
H -0.17617 1.40607 2.19910
O 2.21365 0.39450 -1.66921
H 1.93894 0.47159 -2.59937
H 2.77715 1.17041 -1.46959
C -3.78877 -2.13819 1.27419
H -4.27910 -3.11854 1.22449
H -4.44905 -1.35501 0.87850
H -3.52500 -1.87463 2.30260
O 0.64738 -1.87052 -2.11781
H -1.03508 -2.61293 1.13381
H 0.38042 -2.79571 -2.22904
N 2.36352 -1.70251 3.92741
C 1.78912 -2.96375 3.98580
C 1.07054 -3.10673 2.83147
N 1.20492 -1.96346 2.04233
C 2.00005 -1.12445 2.74972
C 2.36386 0.23351 2.37613
N 1.89054 0.87948 1.29534
C 2.37173 2.18517 1.36801
C 3.15705 2.31669 2.47998
N 3.13358 1.07826 3.11681
H 2.98813 -1.29285 4.62846
H 1.92427 -3.63496 4.81386
H 0.47154 -3.93233 2.48762
H 2.07527 2.90060 0.61807
H 3.70705 3.14858 2.87075
H 3.61894 0.82427 3.97974
```

Atomic partial charges in e from the Löwdin method, atoms 1 to 5: -0.46 -0.06 1.81 -0.16 -0.11